1.
Here is a molecular structure, C3H4CsO3 from the OMol25 dataset. Energies are from ωB97M-V/def2-TZVPD.

Each line ends with the Mulliken spin population.
Element x y z (Å)
1 O 1.113 -0.845 0.657  0.18
2 C 4.528 -0.158 -0.687  0.00
3 C 0.227 -1.491 -0.043  0.28
4 O 4.065 0.865 -0.491  0.00
5 O -2.173 1.737 -0.238  0.18
6 C -2.662 0.598 0.144  0.28
7 Cs 1.010 2.613 0.773  0.00
8 H -0.174 -2.432 0.379  0.02
9 H 0.400 -1.506 -1.137  0.02
10 H -3.003 0.556 1.199  0.02
11 H -3.332 0.063 -0.556  0.03

Output
Multiplicity   2
Orbital gap (spin up / spin down)   3.5 / 7.5 eV
LUMO energy (spin up / spin down)   -0.70 / -0.72 eV
ΔE to the lowest compared entry with this formula, charge and spin   149.5 kJ/mol
Calculated total energy   -362.417385 hartree
Expectation value of S²   0.755

---

2.
Here is a single C2H3FO2S molecule from the OMol25 dataset. Energies are from ωB97M-V/def2-TZVPD.

Each line ends with the Mulliken charge.
Element x y z (Å)
1 C -0.644 0.150 0.726  -0.75
2 C 1.775 -0.185 -0.211  -0.14
3 O 1.154 2.150 0.832  -0.58
4 O 1.289 0.311 2.518  -0.55
5 F 2.012 -1.453 0.065  -0.17
6 S 0.870 0.800 1.230  1.01
7 H -1.337 0.655 0.158  0.38
8 H -0.976 -0.742 1.003  0.42
9 H 1.621 -0.167 -1.290  0.37

Output
Orbital gap (spin up / spin down)   8.0 / 9.4 eV
LUMO energy (spin up / spin down)   -1.68 / -0.89 eV
ΔE to the lowest compared entry with this formula, charge and spin   482.0 kJ/mol
Calculated total energy   -726.348502 hartree

---

3.
Here is a molecular structure, C42H30CoN4O6PS from the OMol25 dataset. Energies are from ωB97M-V/def2-TZVPD.

Each line ends with the Mulliken spin population.
Element x y z (Å)
1 Co -0.702 0.585 -1.022  1.13
2 C 2.321 -7.485 6.838  0.00
3 O 2.917 -6.323 7.382  0.03
4 C 3.127 -5.273 6.545  0.15
5 C 3.713 -4.142 7.127  -0.09
6 C 3.969 -3.030 6.367  0.12
7 C 3.640 -3.002 4.995  -0.03
8 C 3.059 -4.144 4.424  0.20
9 C 2.804 -5.269 5.191  -0.08
10 N 3.902 -1.845 4.315  0.65
11 N 3.646 -1.831 3.020  0.52
12 C 2.509 -1.316 2.564  -0.05
13 C 1.461 -0.827 3.380  0.20
14 C 0.306 -0.286 2.849  -0.07
15 C 0.110 -0.180 1.465  0.16
16 O -0.946 0.318 0.910  0.16
17 C 1.173 -0.648 0.615  0.07
18 N 0.980 -0.454 -0.721  0.06
19 C 1.919 -0.833 -1.565  -0.03
20 C 3.107 -1.439 -1.133  0.06
21 C 3.318 -1.637 0.209  -0.01
22 C 2.342 -1.223 1.128  -0.03
23 H 2.238 -8.193 7.658  0.00
24 H 2.941 -7.918 6.049  0.00
25 H 1.325 -7.273 6.442  0.00
26 H 3.956 -4.172 8.181  0.00
27 H 4.422 -2.149 6.803  0.00
28 H 2.812 -4.142 3.371  0.01
29 H 2.357 -6.134 4.724  0.00
30 H 1.592 -0.876 4.453  0.00
31 H -0.475 0.085 3.501  0.00
32 H 1.725 -0.624 -2.609  -0.01
33 H 3.844 -1.733 -1.867  0.00
34 H 4.228 -2.087 0.582  0.01
35 O 0.360 0.534 -3.668  -0.02
36 C -0.629 0.690 -2.970  -0.09
37 C -1.938 0.973 -3.714  0.01
38 C -2.088 0.726 -5.074  0.00
39 C -3.301 0.989 -5.688  0.00
40 C -4.363 1.516 -4.957  0.00
41 C -4.215 1.785 -3.605  -0.01
42 C -3.000 1.507 -2.988  0.04
43 P -2.540 1.788 -1.268  -0.04
44 C -4.024 1.630 -0.247  -0.04
45 C -4.996 2.629 -0.208  -0.01
46 C -6.140 2.454 0.553  0.00
47 C -6.313 1.286 1.286  0.00
48 C -5.340 0.298 1.264  0.00
49 C -4.193 0.469 0.502  0.00
50 C -2.059 3.532 -1.143  -0.11
51 C -1.604 3.922 0.083  0.39
52 C -0.685 5.084 0.248  0.02
53 C -0.669 5.962 -0.962  0.26
54 C -1.191 5.579 -2.150  -0.05
55 C -1.842 4.328 -2.278  0.32
56 H -1.248 0.323 -5.626  0.00
57 H -3.430 0.781 -6.743  0.00
58 H -5.308 1.714 -5.445  0.00
59 H -5.042 2.195 -3.037  0.00
60 H -4.849 3.548 -0.764  0.01
61 H -6.893 3.231 0.583  0.00
62 H -7.204 1.154 1.886  0.00
63 H -5.468 -0.602 1.850  0.00
64 H -3.409 -0.278 0.508  0.00
65 H -1.743 3.287 0.951  0.01
66 H -0.976 5.679 1.123  0.04
67 H 0.003 7.656 -1.546  0.00
68 H -1.102 6.230 -3.013  0.00
69 H -2.165 3.992 -3.254  0.02
70 O -0.035 7.137 -0.734  0.05
71 S 1.665 5.620 1.584  0.01
72 O 0.989 5.757 2.879  0.00
73 N 0.698 4.615 0.567  0.02
74 C 1.165 3.339 0.314  0.03
75 O 0.547 2.497 -0.300  -0.01
76 C 2.489 3.179 0.954  0.00
77 C 3.298 2.060 0.903  0.00
78 C 4.465 2.065 1.654  0.01
79 C 4.815 3.175 2.418  0.00
80 C 4.017 4.314 2.437  0.00
81 C 2.852 4.285 1.695  0.00
82 H 3.017 1.210 0.298  0.00
83 H 5.103 1.191 1.656  0.00
84 H 5.723 3.152 3.005  0.00
85 H 4.288 5.178 3.028  0.00

Output
Multiplicity   5
Orbital gap (spin up / spin down)   6.3 / 7.0 eV
LUMO energy (spin up / spin down)   0.03 / -0.79 eV
ΔE to the lowest compared entry with this formula, charge and spin   68.3 kJ/mol
Calculated total energy   -4411.177912 hartree
Expectation value of S²   6.160

---

4.
Here is a gas-phase ion, C7H9BFN2O3 (charge +1) from the OMol25 dataset. Energies are from ωB97M-V/def2-TZVPD.

Each line ends with the Mulliken charge.
Element x y z (Å)
1 C 0.629 2.356 0.355  -1.03
2 C 1.034 1.944 -1.065  -0.36
3 B 0.539 0.546 -1.528  0.33
4 O 0.378 0.158 -2.819  -0.56
5 C 0.187 -0.565 -0.410  0.21
6 C 1.186 -1.311 0.198  0.29
7 F 2.456 -1.107 -0.154  -0.27
8 C 0.933 -2.243 1.165  -0.29
9 N -0.345 -2.439 1.519  -0.02
10 C -1.375 -1.771 0.979  -0.35
11 C -1.122 -0.820 0.011  0.12
12 O -2.135 -0.143 -0.559  -0.47
13 N -2.879 0.841 0.449  0.34
14 O -3.880 0.424 0.740  -0.15
15 H 1.080 1.707 1.107  0.28
16 H -0.453 2.336 0.495  0.24
17 H 0.973 3.363 0.576  0.38
18 H 0.709 2.697 -1.782  0.35
19 H 2.129 1.875 -1.086  0.33
20 H 1.157 0.105 -3.380  0.35
21 H 1.712 -2.812 1.646  0.48
22 H -0.539 -3.141 2.222  0.29
23 H -2.373 -2.000 1.319  0.49

Output
Charge   +1
Orbital gap   9.1 eV
LUMO energy   -4.72 eV
Calculated total energy   -731.788417 hartree

---

5.
Here is a single C6H7N molecule from the OMol25 dataset. Energies are from ωB97M-V/def2-TZVPD.

Each line ends with the Mulliken charge.
Element x y z (Å)
1 C -0.364 1.336 0.551  -1.35
2 C 0.126 -0.120 0.481  0.37
3 C -0.584 -0.950 -0.590  -0.37
4 C -2.028 -1.034 -0.321  -0.03
5 N -2.964 -0.529 -0.771  -0.41
6 C 1.557 -0.191 0.192  -0.91
7 C 2.721 -0.289 -0.097  0.23
8 H -0.187 1.861 -0.394  0.32
9 H -1.435 1.387 0.775  0.41
10 H 0.178 1.869 1.338  0.37
11 H -0.075 -0.602 1.445  0.22
12 H -0.528 -0.421 -1.553  0.30
13 H -0.175 -1.946 -0.726  0.40
14 H 3.757 -0.371 -0.329  0.44

Output
Orbital gap   10.9 eV
LUMO energy   0.45 eV
ΔE to the lowest compared entry with this formula, charge and spin   280.8 kJ/mol
Calculated total energy   -287.480302 hartree

---

6.
Here is 10 unconnected molecules or ions with the total composition C3H28NO9S from the OMol25 dataset. Energies are from ωB97M-V/def2-TZVPD.

Each line ends with the Mulliken charge.
Element x y z (Å)
1 C 2.206 -0.111 1.450  -1.16
2 C 1.866 1.320 1.848  -0.27
3 C 1.520 2.243 0.540  0.51
4 S 2.957 2.449 -0.557  -0.24
5 N 0.580 1.291 2.563  -0.17
6 H 3.254 0.143 1.140  0.42
7 H 1.517 -0.493 0.595  0.19
8 H 2.130 -0.925 2.179  0.46
9 H 2.506 1.999 2.464  0.53
10 H 0.729 1.760 -0.094  -0.80
11 H 1.366 3.217 0.988  0.54
12 H 2.346 2.180 -1.820  0.14
13 H 0.014 0.441 2.180  0.18
14 H 1.013 0.971 3.592  0.45
15 H -0.128 2.056 2.628  0.32
16 H 0.368 -2.918 -2.056  0.33
17 H -0.306 -3.842 -0.836  0.34
18 O 0.140 -2.961 -1.085  -0.81
19 H -0.668 1.406 -1.134  0.33
20 H -0.881 0.360 -0.072  0.36
21 O -1.004 1.381 -0.171  -0.90
22 H 3.090 -2.266 -0.679  0.29
23 H 1.695 -2.889 -0.402  0.42
24 O 2.470 -2.555 0.001  -0.66
25 H -1.402 -1.152 3.464  0.27
26 H -0.201 -1.463 4.270  0.31
27 O -0.664 -0.755 3.849  -0.58
28 H -0.517 -1.661 0.019  0.36
29 H -2.045 -1.481 0.365  0.34
30 O -1.144 -1.166 0.577  -0.60
31 H 1.052 1.270 -4.202  0.33
32 H 0.412 2.654 -3.681  0.33
33 O 0.434 1.661 -3.454  -0.66
34 H -2.856 1.360 -0.641  0.44
35 H -3.596 2.343 -1.393  0.29
36 O -3.687 1.521 -0.928  -0.62
37 H -3.850 -1.130 -1.342  0.35
38 H -3.596 -0.499 -0.168  0.33
39 O -3.689 -1.418 -0.431  -0.70
40 H -1.748 -1.833 -2.728  0.29
41 H -0.780 -0.996 -3.803  0.26
42 O -0.902 -1.512 -3.035  -0.54

Output
Charge   +1
Orbital gap   9.1 eV
LUMO energy   -2.68 eV
ΔE to the lowest compared entry with this formula, charge and spin   225.8 kJ/mol
Calculated total energy   -1260.878398 hartree

---

> Among the records above, which one has the lowest calculated total energy?

C42H30CoN4O6PS